[1]
Molecular formula: C50H44BrCl2N5O6Sr
Method: DFT, wB97M-V/def2-TZVPD

Computed properties:
Lowest unoccupied orbital energy in eV: 3.301
Net charge: -2

Geometry as XYZ:
```
109
Properties=species:S:1:pos:R:3:mulliken_charge:R:1
Sr 1.48626 -0.28441 -0.36083 2.744
O 5.85505 -0.09371 -1.53409 -0.965
C 5.78880 -0.49471 -2.77354 0.231
C 6.92275 -0.57034 -3.61747 -0.536
C 6.81812 -1.00391 -4.92840 -0.321
C 5.58991 -1.37277 -5.47894 -0.761
C 4.45892 -1.30113 -4.67497 -0.285
C 4.54471 -0.87907 -3.35607 -0.717
C 3.33700 -0.86467 -2.45760 0.485
O 3.39807 0.20705 -1.52575 -0.744
N 3.30141 -2.15565 -1.73827 0.290
N 2.14770 -2.55117 -1.19001 0.268
C 2.02749 -3.76681 -0.84204 -1.204
C 0.89589 -4.29114 -0.09523 0.386
Br -0.27581 -3.02543 0.71721 -0.199
C 0.65420 -5.57264 0.15336 -1.006
C 1.30421 -6.73198 -0.48403 0.634
C 1.77172 -6.72010 -1.80263 -0.268
C 2.36921 -7.84308 -2.35686 -0.685
C 2.50279 -9.00833 -1.61680 -0.381
C 2.00953 -9.04674 -0.31911 -0.503
C 1.41148 -7.92512 0.23320 -0.511
H 4.43120 0.23391 -1.32204 0.368
H 7.87904 -0.26832 -3.20344 0.372
H 7.71144 -1.05135 -5.54108 0.327
H 5.51805 -1.70883 -6.50479 0.381
H 3.48547 -1.57567 -5.07331 0.433
H 2.41228 -0.77175 -3.03175 0.220
H 3.94802 -2.86452 -2.05163 0.422
H 2.83795 -4.46780 -1.03430 0.630
H -0.09541 -5.79309 0.90429 0.365
H 1.61335 -5.84063 -2.41583 0.511
H 2.71573 -7.81016 -3.38209 0.387
H 2.96421 -9.88515 -2.05163 0.364
H 2.08803 -9.95471 0.26556 0.356
H 1.02871 -7.95900 1.24920 0.369
N -2.54654 -1.77797 -1.89750 -0.392
C -2.46315 -2.91437 -2.77532 -0.326
C -1.06888 -3.02087 -3.40845 0.567
O -0.75333 -3.95874 -4.11096 -0.719
O -0.23030 -2.01601 -3.16031 -0.274
H -3.27501 -1.11086 -2.11002 0.106
H -0.71422 -1.37192 -2.55925 0.250
H -2.53249 -1.99240 -0.91699 0.050
H -3.15826 -2.81103 -3.60867 0.318
H -2.67345 -3.86961 -2.29285 0.297
C 6.09124 -0.13638 1.69153 -0.897
C 4.68745 -0.05558 2.30719 -0.202
C 3.85125 -1.19476 1.91027 0.297
N 3.15286 -2.04198 1.55642 -0.363
H 6.69664 0.69469 2.05485 0.337
H 6.04683 -0.09093 0.60237 0.135
H 6.57933 -1.06863 1.97776 0.312
H 4.17489 0.85613 2.00001 0.160
H 4.73056 -0.04715 3.39394 0.427
C -0.50682 0.82290 -1.25764 -1.887
C -1.47779 1.58644 -1.41347 -0.039
C -2.62139 2.44300 -1.50860 1.125
C -3.68562 2.03737 -2.39191 0.980
C -5.06330 2.36613 -2.21662 -0.264
C -6.04947 1.89779 -3.07246 -1.087
C -5.74777 1.06666 -4.15380 -0.571
C -4.40973 0.71868 -4.34801 -0.406
C -3.41306 1.18538 -3.50397 -0.930
C -2.62357 3.64219 -0.68559 -0.446
C -3.49770 4.74806 -0.87267 0.000
C -3.45221 5.87141 -0.05553 -0.973
C -2.52560 5.97684 0.98001 -0.618
C -1.62365 4.92638 1.15319 -0.761
C -1.66469 3.80036 0.34934 -0.342
H -5.35219 2.96773 -1.36283 0.331
H -7.08423 2.17723 -2.88530 0.354
H -6.52713 0.69869 -4.81233 0.357
H -4.14013 0.07598 -5.18383 0.401
H -2.37490 0.92508 -3.69034 0.433
H -4.19550 4.73775 -1.69952 0.624
H -4.15034 6.68578 -0.23653 0.348
H -2.49308 6.85618 1.61507 0.393
H -0.87643 4.98307 1.94135 0.492
H -0.95184 3.00008 0.50971 0.364
Cl -3.89279 2.38674 5.98089 -0.224
C -2.65477 3.54447 6.38109 0.832
C -2.76657 4.13945 7.62784 -0.597
C -1.77577 4.97248 8.11262 -0.410
C -0.65783 5.20070 7.32446 -0.578
C -0.55543 4.62339 6.07673 0.413
Cl 0.85048 4.99018 5.12694 -0.227
C -1.54759 3.76806 5.52470 -0.518
N -1.34966 3.20989 4.29273 0.571
C -2.31831 2.88151 3.29832 -0.144
C -3.35256 3.76490 3.01416 0.040
C -4.25234 3.49820 1.99428 -0.396
C -4.10988 2.34809 1.23477 -1.081
C -3.07118 1.47285 1.51172 -0.971
C -2.16733 1.71303 2.54008 0.337
C -1.09042 0.69940 2.81986 -0.905
C 0.32519 1.05080 2.35683 0.478
O 0.82176 2.14268 2.68283 -0.934
O 0.91441 0.14667 1.66829 -0.840
H -3.63735 3.90906 8.23012 0.374
H -1.86214 5.42228 9.09407 0.343
H 0.14061 5.85012 7.66370 0.381
H -0.38891 3.08332 3.96194 0.053
H -3.43041 4.68452 3.58540 0.543
H -5.03389 4.21516 1.76371 0.254
H -4.77827 2.14406 0.40710 0.930
H -2.92813 0.59805 0.88454 0.379
H -1.34306 -0.23853 2.32930 0.056
H -1.03262 0.52262 3.90097 0.424
```

=====

[2]
Molecular formula: C53H41N8O5Ti
Method: DFT, wB97M-V/def2-TZVPD

Computed properties:
ΔE to the lowest compared entry with this formula, charge and spin in kcal/mol: 26.8
Lowest unoccupied orbital energy in eV: 1.329
Net charge: -1

Geometry as XYZ:
```
108
Properties=species:S:1:pos:R:3:mulliken_charge:R:1
Ti 0.21638 -0.58732 0.57041 -0.631
O -0.56287 0.19148 -1.02739 -0.711
C -0.00202 0.98495 -1.90795 0.647
C -0.76845 1.97566 -2.54264 -0.714
C -0.19528 2.84986 -3.43986 -0.350
C 1.16055 2.75345 -3.76488 -0.972
C 1.90928 1.74111 -3.19962 -0.605
C 1.35084 0.85037 -2.27903 0.511
C 2.09459 -0.33212 -1.87226 -0.510
N 1.74267 -1.13145 -0.94534 0.977
N 2.50939 -2.28872 -0.80023 -0.604
C 1.79991 -3.37438 -1.11308 -0.125
O 0.64701 -3.40563 -1.58404 -0.836
C 2.52578 -4.66741 -0.83980 0.417
C 3.83937 -4.70542 -0.38224 0.124
C 4.45722 -5.91924 -0.11932 -0.786
C 3.76572 -7.10915 -0.30509 -0.296
C 2.45297 -7.07742 -0.75814 -0.609
C 1.83893 -5.86186 -1.02599 -0.593
H -1.81593 2.04129 -2.27734 0.590
H -0.80434 3.62325 -3.89370 0.434
H 1.60871 3.44146 -4.46990 0.388
H 2.94958 1.61112 -3.47864 0.427
H 2.93201 -0.63431 -2.50364 0.360
H 4.35961 -3.76972 -0.22635 0.464
H 5.47753 -5.93847 0.24555 0.383
H 4.24574 -8.05749 -0.09317 0.412
H 1.90698 -8.00260 -0.90180 0.358
H 0.81586 -5.80165 -1.37314 0.439
C -2.65597 1.95678 2.82291 -0.082
O -3.64689 1.69291 1.83854 -0.523
C -3.75370 0.43548 1.31332 -0.097
C -5.01558 0.08380 0.87990 -0.488
C -5.27130 -1.15981 0.30226 -0.690
C -4.24746 -2.06881 0.19429 -0.914
C -2.95075 -1.73154 0.60264 0.401
C -1.94442 -2.76042 0.70279 -0.721
N -0.70458 -2.50293 0.87685 1.292
N 0.07098 -3.52133 1.38577 -0.856
C 1.12575 -2.97429 1.90842 0.256
O 1.35394 -1.69419 1.87392 -0.295
C 2.10731 -3.83249 2.61461 0.512
C 2.05483 -5.21888 2.52258 -0.503
C 3.00017 -5.99376 3.17418 -0.704
C 4.00200 -5.39047 3.92344 -0.431
C 4.05553 -4.00608 4.01945 -0.794
C 3.11056 -3.22819 3.36668 -0.101
C -2.66140 -0.45149 1.13601 1.629
O -1.44229 -0.09979 1.47596 -0.546
H -2.82143 2.99151 3.12052 0.238
H -1.65638 1.83014 2.42289 -0.480
H -2.78786 1.30285 3.68977 0.441
H -5.80956 0.80959 1.00751 0.438
H -6.27045 -1.40880 -0.02980 0.369
H -4.42390 -3.05905 -0.20858 0.459
H -2.26392 -3.79796 0.78594 0.402
H 1.28535 -5.67467 1.91364 0.469
H 2.96503 -7.07207 3.08031 0.391
H 4.74309 -5.99864 4.42839 0.398
H 4.83542 -3.52750 4.59946 0.407
H 3.14118 -2.14965 3.42365 0.591
C -0.71045 5.79390 -1.27564 -1.518
C -0.31609 4.70644 -0.50529 0.029
N -1.17680 3.85598 0.04146 0.590
C -2.47211 4.06692 -0.16472 -0.549
C -2.97849 5.14292 -0.89379 0.153
C -2.05875 6.01292 -1.47038 0.017
C -4.43216 5.24445 -1.08217 -0.754
C -5.22006 6.31779 -1.19784 -0.698
C -4.88171 7.73933 -1.03384 0.922
C -5.68261 8.71838 -1.62092 -0.652
C -5.33748 10.03794 -1.41344 -0.154
N -4.28979 10.39880 -0.67486 -0.605
C -3.59865 9.39134 -0.14648 -0.127
N -3.83415 8.09586 -0.28207 -0.361
H 0.03137 6.44268 -1.72222 0.426
H 0.73565 4.49535 -0.34128 0.487
H -3.14832 3.33681 0.27102 0.355
H -2.40091 6.84011 -2.07861 0.563
H -4.93011 4.28140 -1.15453 0.406
H -6.26611 6.13878 -1.42334 0.310
H -6.54062 8.44896 -2.22191 0.376
H -5.91649 10.84325 -1.85307 0.381
H -2.74859 9.66019 0.47152 0.422
N 1.22587 0.89397 1.21352 -0.030
C 2.19900 1.46764 1.77102 -0.238
C 2.13879 2.94609 2.05860 0.089
C 0.93120 3.52830 2.42287 -0.284
C 0.85114 4.89113 2.65728 -0.208
C 1.97522 5.69253 2.50736 -0.487
C 3.18086 5.12266 2.12114 -0.880
C 3.26409 3.75375 1.90802 -0.173
C 3.46307 0.76065 2.16518 0.688
C 4.00736 -0.23215 1.35796 0.221
C 5.15532 -0.90184 1.75228 -0.766
C 5.75320 -0.61385 2.97095 -0.424
C 5.20283 0.35949 3.79442 -1.027
C 4.07309 1.05342 3.38528 -0.109
H 0.05705 2.90128 2.48588 0.117
H -0.09678 5.33437 2.93700 0.375
H 1.90987 6.75926 2.68297 0.404
H 4.05709 5.74460 1.98614 0.400
H 4.20433 3.30664 1.61028 0.525
H 3.53669 -0.50610 0.43023 0.104
H 5.56131 -1.67594 1.11354 0.337
H 6.63952 -1.15275 3.28346 0.431
H 5.65267 0.58141 4.75433 0.368
H 3.64878 1.81464 4.02810 0.491
```

=====

[3]
Molecular formula: C2H8N2O
Method: DFT, wB97M-V/def2-TZVPD

Computed properties:
SMILES string: COC(N)N
ΔE to the lowest compared entry with this formula, charge and spin in kcal/mol: 72.2
Lowest unoccupied orbital energy in eV: 1.072

Geometry as XYZ:
```
13
Properties=species:S:1:pos:R:3:mulliken_charge:R:1
C 0.48932 -0.05570 -0.18595 0.047
C -1.95959 0.10962 -0.24794 -0.684
N 0.74243 -1.35339 0.38589 -0.579
N 1.59167 0.85657 -0.04860 -0.674
O -0.66749 0.49458 0.44243 -0.376
H 0.33510 -0.20878 -1.26622 0.509
H 1.55232 -1.76703 -0.05956 0.250
H 0.92541 -1.26313 1.38029 0.203
H 1.74900 1.06491 0.93258 0.241
H 1.40306 1.72539 -0.53535 0.256
H -1.86885 -0.87602 -0.71434 0.293
H -2.19277 0.88294 -0.98812 0.207
H -2.09963 0.39005 0.90489 0.306
```

=====

[4]
Molecular formula: C4H10O2
Method: DFT, wB97M-V/def2-TZVPD

Computed properties:
ΔE to the lowest compared entry with this formula, charge and spin in kcal/mol: 103.2
Lowest unoccupied orbital energy in eV: 0.624

Geometry as XYZ:
```
16
Properties=species:S:1:pos:R:3:mulliken_charge:R:1
C 1.26200 -0.21450 -1.49275 -1.119
C 0.00780 0.22169 -0.81450 0.207
C -1.16753 -0.67277 -1.08035 -1.321
O 0.35695 -0.29953 0.92565 -0.398
C -0.11651 0.94256 1.50041 -0.158
O -0.43425 0.76798 2.83293 -0.525
H 2.15008 0.22408 -1.02299 0.325
H 1.42419 -1.29874 -1.63640 0.256
H 1.17617 0.25483 -2.48240 0.365
H -1.56389 -0.31375 -2.03809 0.400
H -0.97311 -1.75904 -1.18328 0.314
H -1.98302 -0.52812 -0.35448 0.360
H -0.23748 -1.02222 1.19162 0.369
H 0.70874 1.63149 1.30417 0.226
H -1.00367 1.28463 0.96929 0.353
H 0.38845 0.68140 3.32924 0.345
```

=====

[5]
Molecular formula: C21H39N2O3
Method: DFT, wB97M-V/def2-TZVPD

Computed properties:
SMILES string: CCCCCCCC(=O)O[C@@H](CN1CCCC1=O)C[NH+]1CCCCCC1
ΔE to the lowest compared entry with this formula, charge and spin in kcal/mol: 1.1
Lowest unoccupied orbital energy in eV: -1.838
Net charge: +1

Geometry as XYZ:
```
65
Properties=species:S:1:pos:R:3:mulliken_charge:R:1
C 4.98204 -0.38849 -0.38879 -1.292
H 4.40602 0.48839 -0.09526 0.208
C 4.06345 -1.53838 -0.78376 -0.339
C 3.13751 -1.15880 -1.93760 -0.513
C 2.18443 -2.29225 -2.31413 -0.393
C 1.16366 -1.84086 -3.35737 -0.613
C 0.15271 -2.91920 -3.75064 -0.956
H 0.67329 -3.76713 -4.19633 0.394
H -0.52121 -2.50208 -4.50037 0.404
C -0.68961 -3.44083 -2.57102 -0.775
C -1.25927 -2.28730 -1.80481 0.486
O -2.13723 -1.54404 -2.14780 -0.545
O -0.61430 -2.12900 -0.61949 -0.363
C -0.95330 -0.98215 0.14556 1.187
C -2.25765 -1.21155 0.95176 -1.648
N -3.21992 -0.16304 0.74716 0.388
C -3.13544 1.02622 1.34082 0.238
O -2.18721 1.37748 2.04880 -0.812
C -4.35800 1.83210 1.00273 -0.485
H -5.03193 1.80252 1.86208 0.298
C -4.94362 1.10386 -0.21086 -0.742
H -4.58815 1.56474 -1.13224 0.319
H -6.02986 1.12084 -0.22062 0.359
C -4.39503 -0.32307 -0.09091 -0.359
H -5.10675 -0.99677 0.39769 0.339
H -4.10678 -0.74760 -1.05467 0.230
H -4.11139 2.87535 0.81358 0.329
H -2.03177 -1.28047 2.02097 0.370
H -2.70619 -2.15425 0.63478 0.574
C 0.26422 -0.69682 1.03563 -1.403
N 0.30251 0.69608 1.52713 1.362
C 1.10737 0.80630 2.76941 -0.453
H 0.85802 -0.03800 3.41488 0.381
C 0.83595 2.08724 3.54866 -0.525
H -0.19732 2.07573 3.89995 0.204
H 1.48262 2.06143 4.42692 0.444
C 1.07582 3.38982 2.78604 -0.894
H 2.05282 3.38538 2.30138 0.317
H 1.08864 4.19666 3.51906 0.380
C -0.03678 3.68341 1.78074 -0.465
C 0.11021 2.97230 0.43023 -0.982
C 0.80853 1.61703 0.47446 -0.284
H 1.88017 1.75072 0.63364 0.591
H 0.68119 1.14115 -0.49953 -0.017
H 0.69533 3.59336 -0.24998 0.532
H -0.88108 2.85759 -0.01116 0.177
H -0.98829 3.40620 2.23518 0.125
H -0.07462 4.75550 1.58959 0.504
H 2.16521 0.72927 2.50388 0.379
H -0.71062 0.98738 1.78133 -0.331
H 0.23842 -1.38651 1.88155 0.542
H 1.17376 -0.90669 0.46534 -0.375
H -1.13416 -0.15319 -0.55599 0.531
H -0.08272 -4.04791 -1.90168 0.281
H -1.50950 -4.04162 -2.96540 0.453
H 0.62359 -0.96569 -2.98290 0.114
H 1.69468 -1.52655 -4.25790 0.551
H 1.66929 -2.63652 -1.41520 0.151
H 2.75856 -3.13171 -2.70871 0.416
H 3.73970 -0.88658 -2.80577 0.613
H 2.55620 -0.27249 -1.66022 -0.028
H 4.66900 -2.39593 -1.07944 0.402
H 3.46701 -1.84646 0.08117 0.257
H 5.62006 -0.67583 0.44289 0.382
H 5.61771 -0.10828 -1.22442 0.378
```